{
  "formula": "C32H24BeN3O4P",
  "method": "ωB97M-V/def2-TZVPD",
  "homo_energy_ev": -8.564,
  "max_force_ev_per_a": 0.3,
  "lumo_ev": 0.15,
  "relative_energy_kcal_mol": 2.1,
  "total_charge": 0,
  "total_energy_ev": -55931.220,
  "symbols": ["Be", "O", "C", "O", "C", "C", "C", "C", "C", "N", "H", "H", "H", "H", "N", "C", "C", "C", "C", "C", "C", "P", "C", "C", "C", "C", "C", "C", "C", "C", "C", "C", "C", "C", "H", "H", "H", "H", "H", "H", "H", "H", "H", "H", "H", "H", "H", "H", "H", "H", "O", "C", "N", "C", "O", "C", "C", "C", "C", "C", "C", "H", "H", "H", "H"],
  "coordinates": [[0.56942, 0.25143, -1.63374], [-1.89823, 2.84937, -1.96342], [-1.01490, 2.07786, -1.66288], [-0.79062, 0.89303, -2.13960], [-0.01054, 2.43150, -0.58760], [0.01053, 3.63071, 0.09437], [0.98189, 3.80476, 1.06357], [1.88668, 2.78172, 1.31447], [1.80328, 1.61628, 0.57625], [0.86825, 1.45367, -0.35660], [-0.73045, 4.37854, -0.14700], [1.03655, 4.72789, 1.62603], [2.65747, 2.88770, 2.06465], [2.49099, 0.79251, 0.72407], [0.29479, -1.41380, -1.04237], [0.47036, -1.70263, 0.35693], [1.75658, -2.00469, 0.79692], [1.99171, -2.24872, 2.13723], [0.94164, -2.20053, 3.04760], [-0.33386, -1.90729, 2.60030], [-0.59558, -1.64504, 1.25205], [-2.28056, -1.28023, 0.61768], [-2.49475, 0.46781, 1.11974], [-1.72931, 1.11323, 2.09263], [-2.00811, 2.42336, 2.45072], [-3.05061, 3.10627, 1.83951], [-3.80800, 2.47897, 0.86083], [-3.52837, 1.17145, 0.50053], [-3.30009, -2.15375, 1.86629], [-3.97086, -1.51721, 2.90622], [-4.72564, -2.25313, 3.81169], [-4.81336, -3.63027, 3.69005], [-4.15243, -4.27316, 2.65042], [-3.41223, -3.53804, 1.74093], [-0.65446, -1.62916, -1.34917], [0.97660, -1.96610, -1.57505], [2.55985, -2.05542, 0.07137], [2.99315, -2.48778, 2.47014], [1.11495, -2.39845, 4.09693], [-1.15588, -1.89176, 3.30509], [-0.91369, 0.59348, 2.57753], [-1.40598, 2.91223, 3.20679], [-3.26476, 4.13145, 2.11519], [-4.59960, 3.01773, 0.35837], [-4.09849, 0.69745, -0.28908], [-3.90789, -0.44136, 3.01223], [-5.24487, -1.74445, 4.61384], [-5.40013, -4.20232, 4.39681], [-4.22389, -5.34778, 2.54341], [-2.91202, -4.04405, 0.92222], [2.50492, -2.04813, -2.59767], [2.66801, -0.90809, -3.01333], [1.89229, 0.17696, -2.69837], [2.41359, 1.31716, -3.31017], [1.98790, 2.43971, -3.16913], [3.59932, 0.89728, -4.12376], [4.45477, 1.62207, -4.92757], [5.48464, 0.92272, -5.54876], [5.64294, -0.44741, -5.36124], [4.77551, -1.16812, -4.54550], [3.75664, -0.46307, -3.93762], [4.32329, 2.68663, -5.06650], [6.17724, 1.45027, -6.19169], [6.45549, -0.95843, -5.86120], [4.88891, -2.23280, -4.39262]],
  "lowdin_charge": [0.112, 0.095, -0.538, -0.006, -0.148, 0.019, -0.037, -0.035, -0.064, 0.118, 0.130, 0.115, 0.109, 0.119, 0.108, -0.271, -0.034, -0.073, -0.077, -0.089, -0.309, 1.125, -0.388, -0.093, -0.093, -0.083, -0.071, -0.102, -0.387, -0.086, -0.081, -0.090, -0.085, -0.110, 0.088, 0.084, 0.115, 0.107, 0.104, 0.108, 0.096, 0.105, 0.105, 0.110, 0.110, 0.100, 0.103, 0.101, 0.103, 0.103, 0.047, -0.387, 0.125, -0.386, 0.116, -0.086, 0.004, -0.068, -0.069, 0.001, -0.089, 0.121, 0.104, 0.103, 0.119]
}

***

{
  "formula": "C4H9O2",
  "method": "ωB97M-V/def2-TZVPD",
  "homo_energy_ev": [4.169, -1.371],
  "max_force_ev_per_a": 1.1,
  "lumo_ev": [6.76, 6.65],
  "relative_energy_kcal_mol": 6.9,
  "total_charge": -2,
  "total_energy_ev": -8386.068,
  "spin_multiplicity": 2,
  "symbols": ["C", "C", "O", "O", "H", "H", "H", "C", "C", "H", "H", "H", "H", "H", "H"],
  "coordinates": [[0.78863, -1.68965, -1.13285], [-0.73619, -1.99786, -1.31386], [-1.51308, -1.69216, -0.39034], [-1.00029, -2.55343, -2.41257], [1.00957, -0.72157, -1.57920], [1.33299, -2.51825, -1.60282], [1.24271, -1.64769, -0.13339], [-0.06842, 0.82372, 1.14680], [-0.23312, 2.35515, 1.00569], [-0.85863, 0.43052, 1.78450], [-0.08781, 0.35910, 0.16737], [0.87766, 0.60655, 1.65134], [-1.10679, 2.59906, 0.38824], [0.62234, 2.77113, 0.44549], [-0.26957, 2.87539, 1.97561]],
  "lowdin_charge": [-0.099, -0.808, -0.102, -0.148, 0.042, 0.038, 0.042, -0.248, -0.651, 0.040, 0.017, 0.026, -0.019, -0.055, -0.074]
}